{"formula": "C33H24O3S", "method": "the ωB97M-V functional and the def2-TZVPD basis", "species": ["C", "C", "C", "C", "S", "C", "C", "O", "C", "C", "C", "C", "C", "C", "O", "O", "C", "C", "H", "H", "H", "H", "H", "H", "H", "H", "H", "H", "H", "C", "C", "C", "C", "C", "C", "C", "C", "C", "C", "C", "C", "C", "C", "C", "C", "C", "C", "C", "H", "H", "H", "H", "H", "H", "H", "H", "H", "H", "H", "H", "H"], "positions_angstrom": [[-1.13, -1.37, 7.33], [-1.18, -0.07, 6.82], [-0.56, 0.23, 5.61], [0.09, -0.79, 4.90], [1.23, -0.37, 3.56], [0.29, -0.64, 2.15], [0.33, 0.22, 1.01], [-0.68, 0.33, 0.27], [1.59, 1.00, 0.80], [2.85, 0.48, 1.14], [3.96, 1.33, 1.23], [3.86, 2.63, 0.72], [2.64, 3.09, 0.22], [1.51, 2.27, 0.24], [1.53, 1.02, 3.80], [2.28, -1.36, 3.67], [0.04, -2.11, 5.35], [-0.57, -2.40, 6.57], [-1.54, -1.60, 8.32], [-1.69, 0.72, 7.37], [-0.54, 1.24, 5.22], [-0.64, -1.18, 2.35], [2.96, -0.59, 1.30], [4.89, 1.00, 1.72], [4.72, 3.29, 0.73], [2.54, 4.11, -0.16], [0.55, 2.62, -0.15], [0.52, -2.89, 4.77], [-0.59, -3.44, 6.90], [-0.93, -0.28, -2.46], [-1.72, -1.45, -2.18], [-1.15, -2.56, -1.51], [-1.84, -3.76, -1.41], [-3.13, -3.88, -1.95], [-3.75, -2.76, -2.53], [-3.05, -1.56, -2.63], [-1.44, 1.06, -2.61], [-0.42, 1.86, -3.24], [-0.72, 3.15, -3.66], [-2.02, 3.62, -3.53], [-3.01, 2.85, -2.88], [-2.71, 1.58, -2.38], [0.74, 1.03, -3.45], [0.43, -0.29, -2.95], [1.32, -1.34, -3.16], [2.49, -1.09, -3.90], [2.78, 0.19, -4.40], [1.92, 1.27, -4.14], [-0.17, -2.44, -1.06], [-1.38, -4.60, -0.89], [-3.66, -4.83, -1.90], [-4.78, -2.84, -2.89], [-3.54, -0.70, -3.10], [0.08, 3.77, -4.09], [-2.29, 4.61, -3.91], [-4.02, 3.25, -2.76], [-3.45, 1.00, -1.84], [1.10, -2.33, -2.78], [3.18, -1.91, -4.11], [3.69, 0.34, -4.99], [2.17, 2.28, -4.46]], "largest_force_ev_per_a": 2.1, "energy_ev": -51584.623, "homo_energy_ev": -6.810, "orbital_gap_ev": 3.7, "spin_multiplicity": 1}